{
  "formula": "H24KrNeO12",
  "method": "the ωB97M-V functional and the def2-TZVPD basis",
  "symbols": ["Kr", "Ne", "O", "O", "O", "O", "O", "O", "O", "O", "O", "O", "O", "O", "H", "H", "H", "H", "H", "H", "H", "H", "H", "H", "H", "H", "H", "H", "H", "H", "H", "H", "H", "H", "H", "H", "H", "H"],
  "xyz": [[-0.53514, 0.20650, 0.05672], [-1.46486, 3.46358, 0.34463], [-2.36103, 2.04895, -2.73942], [2.53321, 0.82262, 2.74312], [-0.01694, 1.62034, -4.17921], [-1.19186, 0.12574, 3.74442], [2.48041, 0.13228, -2.35470], [3.09731, 2.05404, 0.24356], [3.18831, -1.61658, -0.29285], [0.62426, -1.46280, 2.67410], [-2.79728, -1.76464, -1.34294], [-1.60399, -2.72243, 1.15083], [-0.54029, -1.16310, -3.17014], [-2.89559, 1.83766, 2.64928], [0.70852, -2.14674, 3.33844], [2.89198, 1.72900, 1.12016], [-2.84583, -2.65278, -1.69661], [0.62624, 2.14037, -3.69744], [1.97368, 0.06397, 2.57699], [3.81899, -1.15999, 0.26393], [-1.54223, 1.76055, -3.14269], [-3.34224, 2.21420, 1.89102], [-1.14449, -3.46509, 0.75896], [-1.35035, 0.26932, 4.67742], [3.26300, 0.47493, 3.25572], [-1.60327, 0.87468, 3.31307], [-0.13966, -0.95514, 2.94786], [0.08334, 0.73367, -3.83281], [0.04348, -1.91681, -3.25605], [-1.09811, -1.37564, -2.42188], [3.08757, -1.04884, -1.05689], [-0.93096, -2.26047, 1.65071], [-2.90990, 2.53362, 3.30628], [1.80463, -0.53123, -2.49363], [-3.03075, 1.48499, -3.12628], [2.63011, 1.46315, -0.34704], [-2.54857, -1.88455, -0.42643], [3.03832, 0.07265, -3.13021]],
  "forces_ev_per_angstrom": [[0.11, 0.23, -0.01], [0.00, 0.02, -0.02], [-0.59, 0.21, 0.57], [0.22, 0.46, 0.05], [-0.03, 0.18, -0.24], [0.25, -0.34, 0.49], [0.07, 0.15, 0.13], [0.26, 0.35, -0.49], [-0.05, -0.62, 0.34], [0.66, -0.72, -0.73], [0.11, 0.26, -0.75], [-0.71, -0.23, -0.27], [0.73, 0.25, -0.48], [-0.11, 0.10, 0.16], [0.16, -0.19, 0.20], [-0.11, -0.22, 0.62], [-0.22, -0.27, -0.07], [0.23, 0.22, 0.14], [-0.52, -0.59, -0.07], [0.12, 0.15, 0.16], [0.49, 0.08, -0.45], [-0.01, -0.02, -0.40], [0.16, -0.21, -0.05], [0.09, -0.17, 0.24], [0.21, 0.00, 0.12], [-0.39, 0.25, -0.68], [-0.58, 0.85, 0.65], [-0.01, -0.65, 0.13], [0.07, -0.30, -0.18], [-0.77, 0.11, 0.63], [0.06, 0.46, -0.25], [0.57, 0.29, 0.20], [-0.10, 0.31, 0.18], [-0.60, -0.11, -0.07], [-0.17, -0.12, -0.03], [-0.11, -0.15, -0.28], [0.24, -0.14, 0.77], [0.27, 0.12, -0.26]],
  "nbo_charge": [0.001, 0.000, -0.969, -0.967, -0.952, -0.976, -0.949, -0.974, -0.968, -0.986, -0.965, -0.970, -0.977, -0.952, 0.474, 0.491, 0.465, 0.478, 0.502, 0.470, 0.484, 0.498, 0.471, 0.478, 0.471, 0.506, 0.504, 0.490, 0.465, 0.507, 0.478, 0.495, 0.476, 0.482, 0.462, 0.467, 0.503, 0.484],
  "charge": 0,
  "energy_ev": -103399.0142,
  "e_homo_ev": -10.36,
  "lumo_ev": 0.106,
  "e_above_lowest_ev": 0.000,
  "orbital_gap_ev": 10.468,
  "spin_multiplicity": 1
}